Entry 1:
Below is C19H26Br39Cl2O3PS as an isolated structure, with properties calculated with the ωB97M-V functional and the def2-TZVPD basis.

Calculated values
electronic energy = -2803087.045 eV
HOMO-LUMO gap = 0.3041 Eh
net charge = 0
LUMO = -0.38 eV

Last column: Löwdin charge in e.
Geometry (Å):
Br  -0.32236  -5.40106  -6.91876  0.5615
Br  4.43145  3.58557  7.43282  0.5648
Br  -2.29357  2.01275  -1.13074  0.6092
Br  3.95006  -4.23708  -8.78819  0.5556
Br  -2.09635  -2.66787  -4.96277  0.5384
Br  2.48627  -2.42687  7.99526  0.5815
Br  -4.02607  1.97944  6.89287  0.5682
Br  -4.09599  -4.68860  -7.57077  0.5253
Br  -8.43005  6.73718  -4.05010  0.5762
Br  -5.66693  -5.00983  -4.82355  0.5651
Br  -4.63047  -1.12587  -3.79358  0.5688
Br  -7.99931  6.42919  -0.91111  0.5761
Br  -2.06796  1.76701  -4.30864  0.6104
Br  -2.64728  -6.28295  3.69778  0.5582
Br  3.27270  -0.65865  5.47111  0.6107
Br  0.08381  0.58568  -7.36794  0.5661
Br  3.70139  -0.18827  -1.82507  0.6372
Br  3.37547  -3.83856  5.27578  0.5720
Br  -5.37528  4.47215  5.43727  0.5722
Br  -4.60787  3.15958  -2.99603  0.5807
Br  -3.09716  -2.04345  7.08989  0.5789
Br  -2.21255  4.32584  5.79071  0.6807
Br  -6.62289  -2.85318  -6.96240  0.5644
Br  -0.44002  -0.45162  6.29626  0.6530
Br  0.52225  -3.09787  -8.94199  0.5413
Br  -4.90473  -4.12617  4.30843  0.5547
Br  -4.66461  -6.73067  6.12111  0.5729
Br  -1.46074  -5.39739  -9.89357  0.5709
Br  4.06839  4.70901  4.48432  0.6252
Br  4.21657  6.72322  6.93736  0.5718
Br  -0.55355  -3.59959  5.99261  0.5781
Br  1.05119  -1.88163  -2.24774  0.5629
Br  1.52734  1.11258  -4.59842  0.5509
Br  6.09102  -2.47552  -7.24257  0.5563
Br  3.70495  -3.31132  -1.23898  0.5993
Br  7.04322  -4.50404  -9.50120  0.5835
Br  -8.21408  3.84141  -2.74873  0.5490
Br  -2.50042  -2.44766  -1.83045  0.5605
Br  2.90204  -0.79416  -6.73612  0.5466
Cl  5.26127  4.21126  -0.11442  0.3959
Cl  0.78396  4.44052  4.67852  0.5955
S  3.65213  3.24516  0.71945  0.3029
P  0.27053  1.51780  2.06611  0.8692
O  0.27234  1.94084  5.24606  -0.1751
O  2.71260  3.02778  -0.32585  -0.3384
O  3.26771  3.99809  1.86456  -0.4574
C  3.57987  0.93593  2.23419  -0.2453
C  -2.72283  2.80889  -2.83422  -1.5888
C  2.60832  -0.09437  1.66052  -0.2675
C  -5.80351  -4.57370  -6.69307  -1.6259
C  -3.71737  -5.43918  5.05551  -1.6756
C  4.81086  5.03698  6.22598  -1.6297
C  1.32772  0.40235  0.98420  -0.4072
C  -7.65006  5.67919  -2.64649  -1.6617
C  0.02560  2.83870  4.45314  -0.9780
C  0.02407  -4.94301  -8.75575  -1.6259
C  4.40996  1.73210  1.23124  -0.2892
C  -0.78805  2.64397  3.25727  -0.3889
C  3.58211  -2.30515  6.41880  -1.6106
C  -1.17363  -2.07893  7.00432  -1.6019
C  2.97106  -1.89938  -2.32065  -1.5927
C  -2.78627  -1.58561  -3.52560  -1.6498
C  1.23963  -0.14764  -6.01346  -1.6310
C  5.64214  -3.32983  -8.90710  -1.6377
C  -3.92114  3.86754  6.54652  -1.6162
H  -2.22559  -0.66285  -3.51416  -0.1339
H  0.86355  -5.54133  -9.07607  -0.0423
H  -2.21305  3.75945  -2.86934  -0.0263
H  -0.81014  -2.20011  8.01394  -0.0382
H  -6.58026  5.69276  -2.79148  -0.0603
H  1.50562  0.82677  0.00449  0.0291
H  5.88275  5.09415  6.12036  -0.0335
H  4.69439  1.16648  0.35408  0.0470
H  3.08107  1.58191  2.94088  0.0818
H  -1.75068  2.21816  3.49589  0.0817
H  0.11832  0.44844  2.99798  0.0454
H  5.53744  -2.55245  -9.64801  -0.0264
H  -0.93311  3.58644  2.74460  0.0663
H  4.30549  0.38608  2.81770  0.0850
H  2.29380  -0.72628  2.48544  0.0789
H  1.26635  2.51944  2.12543  0.0153
H  -0.70949  1.70410  1.06198  -0.0452
H  -3.03924  -4.91440  5.71348  -0.1230
H  0.71810  -0.48180  0.80962  0.0627
H  5.33156  2.02786  1.71047  0.0937
H  3.14443  -0.75291  0.99386  0.0640
H  4.60870  -2.29083  6.74945  -0.0318
H  0.72877  -0.99969  -5.58470  -0.0592
H  -6.44898  -5.30780  -7.14920  -0.0324
H  -4.00635  4.37823  7.49324  -0.0302
H  3.25967  -2.09085  -3.34391  -0.0358

---

Entry 2:
Below is C19H26CoF4N4Si as an isolated structure, with properties calculated with the ωB97M-V functional and the def2-TZVPD basis.

Calculated values
electronic energy = -82461.176 eV
HOMO-LUMO gap (spin up / spin down) = 0.2863 / 0.2942 Eh
expectation value of S² = 0.8342
net charge = 0
LUMO (spin up / spin down) = 0.35 / 0.53 eV
2S+1 = 2
energy relative to the best compared isomer or geometry (same formula, charge and spin) = 0.2903 eV

Last column: Löwdin spin population.
Geometry (Å):
Co  0.00820  0.45952  -0.69329  0.9747
Si  1.32211  2.52162  1.72109  -0.0028
F  1.97359  -5.13594  -2.98595  -0.0003
F  -0.07017  -3.48752  -3.28137  0.0003
F  2.27247  -0.20007  -0.78458  0.0081
F  4.32725  -1.90635  -0.50614  -0.0002
N  -0.52163  -0.74355  0.95470  0.0191
N  0.23983  1.37399  1.01693  -0.0124
N  0.06820  -0.78569  -2.15388  -0.0050
N  -1.84989  0.99561  -1.55919  0.0039
C  3.25748  -2.29969  -1.21278  0.0001
C  2.21238  -1.42913  -1.37702  0.0009
C  -1.55318  -0.67641  3.49638  0.0010
C  2.37347  1.68404  3.02648  -0.0007
C  -1.64942  -1.83559  2.72466  0.0017
C  -1.87240  0.33423  -2.87922  0.0014
C  -1.19784  -1.01941  -2.81339  -0.0008
C  -2.91762  0.48547  -0.69096  -0.0015
C  -1.13688  -1.82594  1.43750  0.0044
C  -1.23708  -3.02192  0.53478  0.0002
C  0.44170  3.96477  2.53525  -0.0004
C  1.03307  -1.73662  -2.08380  -0.0017
C  -0.93406  0.44849  2.99742  0.0003
C  1.01602  -3.04002  -2.61034  0.0006
C  3.22040  -3.57015  -1.75832  0.0021
C  2.42810  3.12863  0.34259  -0.0001
C  2.07803  -3.90916  -2.45025  -0.0001
C  -1.99966  2.44752  -1.71587  0.0047
C  -0.38083  0.37903  1.70616  0.0004
H  -1.07931  -1.40133  -3.82855  -0.0002
H  1.87100  3.29386  -0.58398  0.0001
H  -0.88261  1.37077  3.55954  0.0000
H  -1.83072  -1.73676  -2.27271  0.0004
H  -2.03017  2.91620  -0.73344  -0.0001
H  1.16860  4.64985  2.98316  -0.0001
H  -1.15096  2.84913  -2.26741  0.0007
H  -1.98150  -0.65897  4.49195  0.0000
H  3.19940  2.38147  0.13986  0.0000
H  -0.21830  3.61750  3.33415  0.0000
H  -1.07410  -3.94207  1.09567  0.0000
H  -0.49692  -2.95681  -0.26099  0.0001
H  2.85192  0.79157  2.61305  0.0000
H  -3.90408  0.71942  -1.11037  -0.0007
H  -2.82605  -0.59303  -0.58132  0.0000
H  -2.92153  2.69333  -2.25627  0.0015
H  -1.30425  0.96348  -3.56544  -0.0001
H  -2.12438  -2.72747  3.11128  0.0003
H  -0.16306  4.53343  1.82381  0.0000
H  -2.22956  -3.08863  0.07949  0.0000
H  1.78296  1.37644  3.89335  0.0000
H  -2.83031  0.93594  0.29746  -0.0001
H  -2.90140  0.25536  -3.25027  0.0003
H  4.03859  -4.26429  -1.63839  0.0001
H  3.16084  2.35647  3.37944  -0.0001
H  2.92426  4.06538  0.60937  0.0000

---

Entry 3:
Below is C19H26F3MnN7O7S3 as an isolated structure, with properties calculated with the ωB97M-V functional and the def2-TZVPD basis.

Calculated values
electronic energy = -116872.785 eV
HOMO-LUMO gap (spin up / spin down) = 0.3054 / 0.3052 Eh
expectation value of S² = 8.7527
net charge = 0
LUMO (spin up / spin down) = 0.27 / 0.27 eV
2S+1 = 6

Last column: Löwdin spin population.
Geometry (Å):
Mn  0.73868  0.65087  0.20083  4.7024
S  0.24111  -0.05382  5.02755  0.0030
S  -4.18917  0.81641  0.50999  0.0028
S  0.97765  0.81285  -3.21110  0.0053
F  0.18730  1.27846  -5.68513  0.0008
F  -1.14248  0.00508  -4.54560  0.0002
F  -1.09047  2.13598  -4.16676  0.0002
O  2.42257  1.67699  0.95548  0.0453
O  1.69644  -0.33791  -3.65727  0.0010
O  2.88174  3.51319  2.14050  0.0059
O  0.61034  2.83864  -0.52388  0.0323
O  0.15635  0.59260  -2.00597  0.0341
O  4.08648  -0.14859  -1.26529  0.0028
O  1.67095  2.07751  -3.14687  0.0001
N  -0.46177  -3.68748  -0.18273  0.0034
N  0.36203  -1.52936  0.30063  0.0289
N  -2.49691  1.70517  -1.41055  0.0011
N  0.26190  0.51178  2.53115  0.0280
N  2.40750  0.48424  3.48316  0.0011
N  -1.31053  -1.79238  -1.24418  0.0024
N  -1.62722  0.94980  0.61744  0.0257
C  2.29783  2.93241  1.23892  0.0064
C  -2.63551  1.20256  -0.17172  0.0049
C  2.10587  4.74072  -0.47083  0.0006
C  1.22107  -2.14209  1.30841  0.0061
C  -0.33340  1.07107  -4.48489  0.0021
C  -1.05151  0.27502  2.87668  0.0018
C  -2.06108  0.47601  1.83893  0.0016
C  -2.53968  -3.82451  -1.51560  0.0001
C  1.75568  -3.48051  0.83437  0.0012
C  1.06152  0.37839  3.55738  0.0051
C  3.03807  -0.12909  -0.85746  0.0234
C  -1.36437  -4.56851  -0.91459  0.0006
C  0.57273  -4.38529  0.57099  0.0004
C  -3.39918  0.32905  1.97042  0.0009
C  -1.26058  -0.05529  4.17253  0.0010
C  1.31529  3.73812  0.35272  0.0021
C  -2.00830  -2.59687  -2.22568  0.0003
C  0.27361  4.40457  1.23523  0.0008
C  -0.42517  -2.33873  -0.36225  0.0080
H  -2.19277  -0.24851  4.67503  0.0002
H  -0.38326  5.02505  0.62316  0.0001
H  2.04656  -1.46169  1.53325  0.0022
H  -3.07272  -4.48052  -2.20342  0.0000
H  -0.33262  3.64491  1.73414  0.0001
H  2.41127  -3.93097  1.58008  0.0001
H  -1.35434  -2.88989  -3.05681  0.0001
H  2.74361  0.97235  2.64714  0.0002
H  2.66106  5.40030  0.19329  0.0002
H  2.89445  0.70453  4.33635  0.0000
H  -2.81739  -1.99736  -2.64139  0.0000
H  0.87517  -5.26161  -0.00942  0.0001
H  2.33175  -3.33668  -0.08302  0.0001
H  1.00087  2.88289  -1.41590  0.0011
H  0.15108  -4.75114  1.51357  0.0000
H  0.76169  5.01569  1.99097  0.0001
H  0.67346  -2.27486  2.25157  0.0001
H  -3.23360  -3.51423  -0.73173  0.0000
H  1.42775  5.33707  -1.08496  0.0001
H  -0.80361  -5.08086  -1.70634  0.0001
H  -1.55944  1.84501  -1.75516  0.0000
H  -3.27760  1.84248  -2.02283  0.0000
H  -1.04289  -0.85959  -1.52948  0.0005
H  2.81485  4.22676  -1.12392  0.0000
H  -1.71108  -5.33799  -0.21941  0.0001
H  -3.95766  0.00185  2.83030  0.0002

---

Entry 4:
Below is an isolated molecule of C19H26FN3O3S, with properties calculated with the ωB97M-V functional and the def2-TZVPD basis.

Calculated values
electronic energy = -44291.346 eV
HOMO-LUMO gap = 0.3411 Eh
SMILES = CC(C)(C)OC(=O)NCCCCCc1nnc(SCc2ccc(F)cc2)o1
net charge = 0
LUMO = 0.75 eV
energy relative to the best compared isomer or geometry (same formula, charge and spin) = 0.1489 eV

Last column: natural (NBO) charge in e.
Geometry (Å):
S  5.37719  -1.36444  0.03913  0.2731
F  -0.59334  -3.36431  1.24844  -0.3408
O  -3.85368  0.63289  -0.16833  -0.5372
O  -1.80652  -0.22634  -0.68710  -0.6859
O  4.61505  1.14951  0.51396  -0.4141
N  3.45153  1.64900  -1.27311  -0.3043
N  3.90458  0.38868  -1.42193  -0.3402
N  -2.10578  1.97232  -0.24061  -0.6242
C  -6.01366  -0.26448  0.01853  -0.6134
C  -0.70560  2.32252  -0.23000  -0.2258
C  0.60824  -3.15544  0.66832  0.4663
C  1.31437  2.56053  1.29883  -0.3972
C  1.68376  -3.92534  1.07497  -0.3095
C  1.96502  -1.98195  -0.89153  -0.1836
C  3.87268  2.08536  -0.13411  0.4672
C  -2.52971  0.69319  -0.38436  0.9042
C  0.72644  -2.18295  -0.30777  -0.3059
C  -4.55850  -0.62897  -0.27982  0.2730
C  3.06703  -2.73591  -0.49938  -0.0872
C  -0.20596  2.64711  1.18295  -0.4009
C  4.58461  0.11329  -0.35211  0.2799
C  -4.03274  -1.62125  0.75689  -0.6445
C  2.04726  3.61781  0.47426  -0.3860
C  -4.42903  -1.19094  -1.69493  -0.6444
C  3.56339  3.38838  0.49830  -0.4587
C  2.91533  -3.70401  0.48848  -0.1788
C  4.41511  -2.47130  -1.08370  -0.5064
H  1.82759  4.61202  0.86651  0.2053
H  -6.37040  0.46611  -0.70277  0.2137
H  5.01788  -3.37491  -1.15477  0.2349
H  4.06494  4.18516  -0.05523  0.2384
H  -5.03663  -2.08659  -1.78822  0.2126
H  -4.09300  -1.18806  1.75316  0.2099
H  -3.39374  -1.44284  -1.90568  0.2417
H  1.62537  1.56674  0.96948  0.2036
H  1.55163  -4.67536  1.83881  0.2260
H  4.36200  -1.96110  -2.04228  0.2572
H  -0.54636  3.64216  1.47863  0.1925
H  -6.09400  0.16496  1.01368  0.2135
H  2.08224  -1.22646  -1.65339  0.2371
H  -0.64529  1.92215  1.87187  0.2125
H  3.94448  3.37599  1.52055  0.2275
H  -6.63679  -1.15191  -0.03646  0.2129
H  1.71948  3.56958  -0.56324  0.2178
H  -0.13247  -1.59475  -0.59084  0.2639
H  -0.17011  1.45537  -0.62336  0.2325
H  -4.76750  -0.45565  -2.42205  0.2105
H  -0.54786  3.17018  -0.90210  0.1930
H  -2.77899  2.64933  0.08055  0.3994
H  3.77035  -4.28448  0.80282  0.2091
H  -2.99807  -1.87835  0.54964  0.2435
H  -4.63002  -2.52808  0.73134  0.2129
H  1.59818  2.66581  2.34907  0.2037